Entry 1:
5
Properties=species:S:1:pos:R:3:forces:R:3:nbo_charge:R:1 method="wB97M-V/def2-TZVPD" homo_energy_ev=-10.15 orbital_gap_ev=10.6 lumo_ev=0.44 relative_energy_ev=0.742
C 2.39651 0.28448 3.98870 -1.6004 1.3944 1.7781 -0.54
Br 1.39015 -0.26066 5.50745 -1.0081 0.0395 1.7127 0.05
Br 3.19045 1.94264 4.19893 1.1819 0.9073 0.3739 0.14
Br 1.32650 0.27081 2.55019 -2.0067 -0.0552 -3.1584 0.14
H 2.90297 -0.57601 3.98570 3.4332 -2.2859 -0.7062 0.22

Entry 2:
13
Properties=species:S:1:pos:R:3:forces:R:3:nbo_charge:R:1 method="wB97M-V/def2-TZVPD" homo_energy_ev="-7.91 / -7.88" orbital_gap_ev="7.4 / 7.3" lumo_ev="-0.55 / -0.57"
C -2.13736 1.64600 4.42526 0.0787 0.5346 0.9582 0.14
C -0.26956 -0.38115 -0.03286 0.3261 0.2801 -0.2068 -0.28
C 0.65393 0.55702 -0.32887 -0.4416 -0.9989 -0.3576 0.12
C -1.60048 1.46295 3.19990 -1.7068 -5.8509 -4.0906 0.07
C -0.92061 0.05878 1.17764 0.6142 0.5128 -0.3338 -0.34
C -1.85965 -0.24388 2.09627 0.1795 5.0706 4.0583 0.50
C -0.25096 1.28679 1.47252 -1.0190 -1.2135 0.2876 0.63
N -2.68680 1.73581 5.44093 -0.0707 0.0457 0.1867 -0.29
O 0.68543 1.58936 0.56817 -0.1467 0.7904 0.8226 -0.40
O -0.59380 1.98068 2.51598 1.3936 0.6663 -0.5868 -0.34
F -2.79177 -1.13247 2.29248 0.6127 0.1775 -0.5012 -0.27
H -0.48181 -1.27804 -0.57602 0.0565 -0.1382 -0.2131 0.24
H 1.35330 0.62019 -1.13931 0.1234 0.1236 -0.0235 0.22

Entry 3:
77
Properties=species:S:1:pos:R:3:forces:R:3:lowdin_charge:R:1 method="wB97M-V/def2-TZVPD" homo_energy_ev=-1.74 orbital_gap_ev=5.3 lumo_ev=3.59 charge=-2 relative_energy_ev=1.041
Ca 0.11384 -1.86355 -0.07909 -0.3581 -0.1975 1.3358 1.26
O 0.45805 2.18938 -2.90105 0.0398 0.0379 -0.0699 0.07
C 0.71697 0.90633 -2.56947 -0.0553 -0.0756 -0.0619 -0.49
O -0.12543 0.19157 -2.09982 0.0951 -0.1367 0.0139 0.09
C 2.14409 0.53655 -2.94060 -0.0097 -0.0865 0.1880 -0.12
O 2.47248 -0.76433 -2.56357 0.0692 -0.1292 0.0806 -0.11
C 3.30413 -0.86698 -1.39322 -0.2336 0.0694 -0.1470 -0.08
C 2.73031 -0.00276 -0.26694 0.0340 0.5191 0.1790 -0.66
O 3.38172 1.02480 0.03547 -0.0801 -0.3159 0.0963 -0.17
O 1.60096 -0.32355 0.19438 1.1603 0.7291 -0.0259 -0.23
H -0.45263 2.35846 -2.61879 -0.0495 -0.0075 0.0367 0.13
H 2.81044 1.28712 -2.50448 0.0115 0.0498 -0.0097 0.13
H 2.21308 0.61466 -4.02865 -0.0218 0.0432 -0.0640 0.14
H 4.31384 -0.52561 -1.62128 0.0667 0.0333 -0.0649 0.12
H 3.29676 -1.92139 -1.13120 0.0326 -0.0306 0.0264 0.11
C -2.64494 2.10003 3.25390 -0.2623 -0.0580 -0.1116 -0.12
C -1.37708 1.87251 2.91181 0.0656 0.0451 -0.1369 -0.15
C -0.97540 0.77510 1.97990 0.1614 -0.4279 0.3469 -0.46
C -2.13963 0.08861 1.29851 0.0011 0.2199 0.0508 -0.29
C -3.49131 0.36725 1.76184 0.1074 -0.0540 -0.1707 -0.03
C -3.73678 1.30130 2.68789 0.1660 0.2758 0.1826 -0.10
N -1.88475 -0.70523 0.30699 -0.7470 -0.0161 -0.1234 -0.08
N -2.93407 -1.12967 -0.44013 -0.2251 0.0338 -0.2417 0.01
C -2.73549 -2.24310 -1.17816 0.0419 0.0820 0.5587 -0.38
C -3.72076 -2.57094 -2.15550 -0.0469 -0.0707 -0.0608 -0.05
C -3.65571 -3.77136 -2.80589 -0.0025 0.0384 0.0141 -0.11
C -2.61576 -4.67306 -2.51990 -0.0944 -0.0370 0.0026 -0.11
C -1.66791 -4.26846 -1.61152 -0.0194 0.2105 0.1123 -0.17
N -1.69324 -3.09268 -0.96530 -0.5805 -0.0903 -0.4976 -0.02
H -2.87992 2.88288 3.96672 -0.0072 -0.0340 0.0067 0.09
H -0.57295 2.45448 3.35047 -0.0135 -0.0047 -0.0316 0.09
H -0.24407 1.12339 1.24784 -0.0806 0.1502 -0.1249 0.04
H -4.28146 -0.22304 1.32040 0.0190 -0.0245 0.0088 0.09
H -4.74958 1.48545 3.02838 0.0303 -0.0371 0.0332 0.09
H -4.51360 -1.85788 -2.34062 0.0169 -0.0080 0.0210 0.09
H -4.41133 -4.03136 -3.54072 0.0120 0.0260 0.0026 0.09
H -2.55082 -5.64036 -2.99926 0.0313 0.0245 0.0003 0.08
H -0.82720 -4.90986 -1.36922 0.0414 0.0425 -0.0109 0.11
O -2.78733 -2.08861 7.18446 0.0804 0.0167 -0.1986 -0.12
C -2.23141 -2.03393 6.10374 -0.1058 -0.0419 0.1827 -1.07
S -1.48584 -0.59275 5.44388 0.0426 -0.0353 -0.0135 0.94
C -0.90244 -1.31198 3.93998 -0.1100 0.0551 0.0657 -1.01
C -1.17297 -2.62607 3.70551 0.0275 0.1077 -0.0570 -1.21
S -0.72621 -3.62455 2.38882 0.0366 -0.0280 -0.0788 0.43
S -2.09651 -3.40111 4.99630 -0.0062 -0.0410 -0.0026 0.92
S 0.16296 -0.38444 2.92872 -0.1394 0.0869 -0.2218 0.90
C 2.40648 3.20842 2.30600 -0.0352 -0.1037 0.1432 -0.40
Te 1.82649 3.21569 0.24682 -0.0835 0.3783 0.0301 1.39
C 0.73673 4.98995 0.88541 -0.0097 0.0482 0.1584 -0.45
C 1.46656 5.51701 2.09471 -0.0382 -0.0155 -0.0840 -0.30
C 1.38032 6.84177 2.51811 -0.0126 -0.0232 0.0179 -0.06
C 2.01808 7.26346 3.67737 -0.0057 -0.0848 -0.0095 -0.11
C 2.74175 6.35084 4.43604 -0.0347 -0.0041 -0.0679 -0.11
C 2.85411 5.03526 4.00638 -0.0080 0.0237 -0.0511 -0.05
C 2.24148 4.61409 2.82758 0.0547 -0.0567 -0.0121 -0.28
H 3.43678 2.86980 2.38803 -0.0102 -0.0370 -0.0650 0.06
H 1.78035 2.49836 2.85148 0.0166 -0.0050 -0.0380 0.05
H -0.27166 4.68691 1.17828 0.0031 -0.0010 -0.0324 0.05
H 0.64507 5.74613 0.10529 0.0818 -0.0433 -0.0380 0.04
H 0.80489 7.54845 1.92857 -0.0031 -0.0224 0.0308 0.10
H 1.94557 8.29800 3.99114 -0.0067 -0.0020 0.0037 0.09
H 3.22474 6.66499 5.35373 0.0125 -0.0012 -0.0192 0.09
H 3.43295 4.32467 4.58631 -0.0007 0.0069 -0.0242 0.11
Br -0.93651 -3.52012 -7.71189 0.0097 0.0025 0.0182 0.65
C -0.10327 -3.60601 -5.99312 0.0346 -0.0559 -0.0529 -0.69
C -0.45622 -2.68442 -5.02592 0.0436 0.0371 0.0387 -0.12
C 0.15635 -2.75860 -3.78174 -0.0466 0.0077 -0.0151 -0.02
C 1.09989 -3.73883 -3.50687 -0.0016 0.0340 -0.0074 -0.12
C 1.43500 -4.64956 -4.50092 -0.0403 -0.0203 -0.1413 -0.02
C 0.83948 -4.59249 -5.75540 -0.0261 0.0268 0.1209 -0.14
C 1.79891 -3.84138 -2.15735 -0.0146 0.1827 0.5436 -0.62
O 2.81990 -4.52586 -2.10555 0.0063 -0.0010 0.0060 0.02
O 1.26944 -3.20011 -1.17953 0.9731 -1.1907 -1.4828 -0.26
H -1.19728 -1.92393 -5.23175 -0.0093 -0.0101 0.0134 0.10
H -0.10835 -2.04164 -3.01904 0.0036 0.0009 -0.0035 0.09
H 2.17610 -5.40421 -4.27116 0.0164 0.0355 -0.0067 0.11
H 1.10078 -5.29792 -6.53252 -0.0106 -0.0154 0.0061 0.09

Entry 4:
10
Properties=species:S:1:pos:R:3:forces:R:3:nbo_charge:R:1 method="wB97M-V/def2-TZVPD" homo_energy_ev=-9.67 orbital_gap_ev=10.8 lumo_ev=1.18 smiles=C1COC1 relative_energy_ev=1.558
C -0.95342 0.13519 -0.44925 -2.2523 0.8764 0.0529 -0.46
C -0.05137 -1.05133 -0.05691 0.0541 0.6981 0.6032 -0.06
C 0.12900 0.99698 0.21130 -0.1533 0.8639 -0.9980 -0.06
H -1.08126 0.28571 -1.55027 0.4102 -0.1913 0.8927 0.21
H -2.02224 0.32443 -0.00638 1.9772 -0.9267 -0.5976 0.21
H -0.33962 -1.65614 0.80545 -0.2307 0.1598 0.0372 0.17
H 0.22936 -1.72594 -0.84860 0.2852 -0.0923 -0.4027 0.18
H 0.51913 1.82724 -0.44234 -0.1071 -0.7307 0.7869 0.17
H -0.16940 1.38762 1.19140 0.1517 0.0291 -0.1078 0.17
O 1.01484 -0.11599 0.32749 -0.1349 -0.6863 -0.2667 -0.53

Entry 5:
32
Properties=species:S:1:pos:R:3:forces:R:3:nbo_charge:R:1 method="wB97M-V/def2-TZVPD" homo_energy_ev=-8.87 orbital_gap_ev=9.1 lumo_ev=0.23 smiles="C[C@H]1[C@H](C)OC(=O)[C@H]1n1c(C=O)ccc1CO" relative_energy_ev=2.019
O -4.03613 -2.05462 -0.75299 -0.1263 -0.6927 -0.0691 -0.51
O 0.08725 -0.17530 3.18519 1.6972 -0.2955 -2.1935 -0.55
O 0.70932 2.59641 -0.71216 0.1122 0.0616 -0.2006 -0.72
O 1.80540 0.11771 1.70415 -0.1180 -0.1007 0.4572 -0.47
C -2.94252 -1.84107 -0.30248 0.6723 1.3247 0.4126 0.40
C 0.59939 -0.33171 2.07962 -2.2522 0.9087 1.9033 0.78
C -3.22486 0.66130 -0.55156 1.4860 0.9748 0.1754 -0.22
C -2.36266 1.81338 -0.33403 -0.8402 -1.8024 -0.1244 -0.28
C -2.47054 -0.43609 -0.16299 -0.1997 0.0205 0.3822 0.00
C -1.17979 1.40202 0.23132 -0.5142 -0.9271 -0.1302 0.12
N -1.23959 -0.01658 0.37242 0.5763 1.0002 0.0695 -0.33
C -0.06013 2.40244 0.47240 -0.4844 -0.9289 0.2313 -0.11
C 3.48793 -0.92939 0.32841 0.5503 0.0307 1.2443 -0.62
C 0.62813 -0.89185 -1.60967 0.5983 0.3413 -0.0744 -0.62
C -0.15428 -0.92654 0.88440 0.0782 0.4826 -1.2419 -0.14
C 2.12086 -0.26039 0.36106 0.7936 -1.3852 -0.8454 0.07
C 0.99740 -1.16988 -0.12916 -0.9635 -0.2321 -0.8177 -0.25
H 0.11501 2.93807 -1.41140 0.3950 -0.3250 0.6705 0.48
H -2.22746 -2.62691 0.02339 -0.3447 -0.1448 -0.1637 0.11
H -4.24689 0.66194 -0.94471 0.6944 -0.1872 0.1531 0.25
H -2.54572 2.81857 -0.64061 -0.2892 0.4809 0.1122 0.22
H 0.54755 2.10070 1.33388 0.3801 0.1294 -0.6500 0.21
H -0.50516 3.34679 0.76397 -0.3360 0.1363 0.0650 0.19
H 3.80233 -1.15992 -0.69132 -0.0800 0.1127 0.0666 0.22
H 4.23401 -0.26045 0.81614 -0.4044 -0.3430 -0.5713 0.23
H 3.50976 -1.86081 0.93026 -0.2046 0.3643 -0.3799 0.21
H 1.46461 -1.21454 -2.25880 -0.5235 -0.1443 0.2299 0.22
H -0.31510 -1.33732 -1.92973 0.2224 -0.3828 0.1001 0.22
H 0.51178 0.17642 -1.83294 0.0458 -0.0811 0.4457 0.23
H -0.59544 -1.87060 1.17735 -0.2757 0.0924 0.1553 0.24
H 2.17765 0.55819 -0.33420 -0.2225 1.0889 0.3780 0.21
H 1.30791 -2.22995 -0.06522 -0.1231 0.4228 0.2096 0.22

Entry 6:
67
Properties=species:S:1:pos:R:3:forces:R:3:nbo_charge:R:1 method="wB97M-V/def2-TZVPD" homo_energy_ev=-2.81 orbital_gap_ev=4.6 lumo_ev=1.82 charge=-1
C 1.55974 -1.33995 4.29024 0.4156 0.8204 -0.5764 -0.65
C 1.30812 -1.73337 2.72507 1.0120 -1.5367 0.3238 0.08
O 0.47040 -0.70769 2.11006 -0.2615 -0.7431 -0.6305 -0.76
C 0.64270 -3.23809 2.66370 -0.7850 0.8803 -0.0296 -0.23
N -0.56355 -3.30824 3.55587 -2.2773 1.5358 -3.0879 -0.80
C -1.81866 -3.23298 2.78691 2.8048 -6.6605 0.0418 0.77
O -2.31298 -4.36139 2.32313 0.8885 5.5679 1.4330 -0.64
N -2.57369 -1.98218 2.43651 -1.6467 2.2230 3.2452 -0.72
C -3.27658 -1.38840 3.58664 0.0554 -3.3472 3.6837 0.96
O -3.49756 -1.98288 4.71728 0.9448 3.7261 -6.6678 -0.58
F -3.81711 -0.03142 3.41682 1.4587 -2.9170 -0.2003 -0.40
H 1.30831 -2.20792 5.00500 -0.0167 1.5172 -1.3156 0.24
H 2.67231 -1.05683 4.47575 -1.7576 -0.4716 -0.5490 0.19
H 0.95100 -0.36371 4.51059 0.9146 -2.0608 -0.2065 0.22
H 2.32097 -1.74696 2.13612 -1.7953 -0.0542 1.2281 0.15
H 0.14309 -0.99868 1.21385 0.8551 0.0536 1.4479 0.45
H 0.33976 -3.48045 1.56081 0.7384 0.3958 1.4406 0.15
H 1.47867 -4.00249 2.95152 -1.3455 1.2791 -0.2467 0.17
H -2.00365 -1.29616 1.91112 -0.4325 -0.4252 0.7400 0.42
C 5.06064 -1.29428 -1.68993 0.0421 -0.1482 0.0691 -0.61
C 3.79266 -0.45687 -1.58905 0.0946 -0.2720 -0.2952 -0.38
C 3.87900 0.63789 -0.52565 -0.3788 0.0712 -0.1865 -0.51
C 3.98382 0.09160 0.83154 0.1734 -0.0752 0.7165 0.29
N 4.07057 -0.33817 1.90009 0.2400 0.4367 -0.9047 -0.33
H 5.25379 -1.84203 -0.76302 -0.0350 0.0675 -0.0373 0.21
H 4.96361 -2.02759 -2.49517 0.0743 0.0826 0.0693 0.22
H 5.92933 -0.66584 -1.90632 -0.0790 -0.0675 -0.0159 0.20
H 2.94068 -1.11504 -1.38594 0.0548 0.1734 0.0541 0.21
H 3.60829 0.01365 -2.56125 -0.0197 0.0443 0.1726 0.21
H 2.98038 1.26164 -0.58785 0.1150 -0.0563 0.2019 0.25
H 4.73180 1.29300 -0.73108 -0.0046 -0.1042 0.1308 0.23
C -6.47980 4.13991 1.03823 -0.0625 0.0637 -0.1303 -0.61
C -6.51931 2.63801 1.28978 -0.2079 0.2923 -0.1313 -0.38
C -5.26789 2.11285 1.99337 -0.3697 -0.3060 -0.0216 -0.52
C -4.06499 2.24403 1.16424 0.6675 0.0446 -0.1972 0.31
N -3.11641 2.35184 0.51361 -0.7836 -0.0505 0.3763 -0.36
H -5.66400 4.41143 0.36212 -0.0201 -0.0208 0.0938 0.21
H -7.41592 4.46877 0.57838 0.0930 0.0213 0.0492 0.21
H -6.34955 4.69127 1.97418 0.0102 -0.0221 -0.0698 0.20
H -6.66418 2.11625 0.33724 0.0258 -0.0337 0.1579 0.21
H -7.39161 2.41294 1.91325 0.1670 -0.1139 -0.0602 0.21
H -5.41740 1.05554 2.23567 0.2566 0.1800 -0.0362 0.28
H -5.12504 2.63618 2.94405 0.1592 -0.0451 -0.1374 0.24
C -6.06349 0.52640 -2.83665 0.0817 0.0828 0.0398 -0.61
C -6.36485 -0.84198 -2.23908 0.3711 0.2167 -0.0277 -0.38
C -7.83072 -1.25204 -2.38521 0.1951 -0.3456 0.0964 -0.51
C -8.73185 -0.38644 -1.61682 -0.5554 0.3901 0.2439 0.30
N -9.44222 0.29760 -1.01538 0.5770 -0.4810 -0.4383 -0.35
H -6.61159 1.31903 -2.31921 0.0081 -0.0560 -0.0663 0.21
H -4.99653 0.74819 -2.74839 -0.1288 0.0176 -0.0112 0.23
H -6.33026 0.55892 -3.89728 0.0022 0.0236 0.0612 0.20
H -6.07463 -0.84629 -1.18271 -0.0952 -0.1049 -0.1256 0.22
H -5.74117 -1.58737 -2.74469 -0.1710 -0.0131 0.1278 0.21
H -7.94505 -2.28342 -2.03364 -0.1530 0.1740 0.0233 0.25
H -8.11814 -1.24588 -3.44149 -0.0922 0.1258 0.1344 0.24
C 9.98930 -0.05396 -2.89921 0.0354 -0.0872 -0.0702 -0.61
C 9.77820 1.45284 -2.97282 0.3432 -0.2359 -0.0716 -0.38
C 8.39081 1.88873 -2.50130 0.1989 0.3324 0.0040 -0.52
C 7.32258 1.39518 -3.37705 -0.6112 -0.2331 -0.2894 0.29
N 6.48049 1.00164 -4.06282 0.6780 0.3136 0.4789 -0.33
H 9.30503 -0.58724 -3.56521 0.0202 0.0445 0.0908 0.22
H 11.00980 -0.30562 -3.20056 -0.1110 -0.0182 0.0476 0.21
H 9.83573 -0.42246 -1.88073 0.0024 0.0046 -0.0883 0.21
H 9.95226 1.79198 -3.99999 -0.0940 0.0539 0.1444 0.21
H 10.53075 1.94073 -2.34343 -0.1821 0.0615 -0.0619 0.21
H 8.35340 2.98352 -2.47954 -0.1852 -0.1458 -0.0366 0.25
H 8.21958 1.54753 -1.47526 -0.1171 -0.0655 -0.1474 0.25

Record-wise max |F| values, in eV/A: 4.2 7.3 2.1 2.4 3.1 7.7